(1)
60
Properties=species:S:1:pos:R:3 method="wB97M-V/def2-TZVPD" lumo_energy_ev=0.69 relative_energy_kcal_mol=5.1 charge=0 gap_ev=8.95 energy_ev=-32823.4250 smiles="CCCCCn1c(CN2CCCC[C@@H]2CC)nc2c1c(=O)n(C)c(=O)n2C"
C -4.92 -4.50 -0.08
C -4.16 -3.18 -0.04
C -2.90 -3.24 -0.90
C -2.21 -1.88 -1.05
C -1.68 -1.34 0.29
N -0.92 -0.14 0.09
C 0.40 0.01 -0.17
N 0.74 1.27 -0.36
C -0.40 1.97 -0.24
C -1.47 1.13 0.04
C -2.80 1.61 0.23
O -3.79 0.94 0.48
N -2.86 3.00 0.08
C -1.82 3.87 -0.19
O -2.00 5.06 -0.29
N -0.56 3.32 -0.35
C 0.56 4.19 -0.63
H 0.78 4.80 0.24
H 0.31 4.84 -1.46
H 1.41 3.56 -0.87
C -4.16 3.63 0.24
H -4.89 2.85 0.44
H -4.42 4.17 -0.67
H -4.13 4.34 1.07
C 1.34 -1.16 -0.19
N 2.75 -0.86 -0.31
C 3.06 -0.29 -1.62
C 4.56 -0.27 -1.86
C 5.22 0.57 -0.78
C 4.84 0.00 0.58
H 5.27 0.61 1.38
H 5.23 -1.01 0.67
C 3.32 -0.05 0.77
C 3.01 -0.64 2.16
C 1.84 0.02 2.88
H 0.92 -0.07 2.32
H 2.05 1.08 3.03
H 1.70 -0.44 3.86
H 2.85 -1.72 2.06
H 3.90 -0.52 2.79
H 2.92 0.98 0.73
H 6.31 0.56 -0.89
H 4.88 1.60 -0.85
H 4.77 0.13 -2.85
H 4.94 -1.29 -1.81
H 2.58 -0.91 -2.38
H 2.66 0.73 -1.71
H 1.07 -1.81 -1.04
H 1.19 -1.75 0.72
H -2.52 -1.09 0.94
H -1.05 -2.09 0.77
H -1.38 -1.98 -1.75
H -2.92 -1.16 -1.46
H -2.20 -3.96 -0.47
H -3.16 -3.60 -1.89
H -3.90 -2.96 0.99
H -4.81 -2.38 -0.40
H -4.30 -5.32 0.28
H -5.23 -4.74 -1.10
H -5.81 -4.45 0.54



(2)
60
Properties=species:S:1:pos:R:3 method="wB97M-V/def2-TZVPD" lumo_energy_ev=0.71 relative_energy_kcal_mol=1.9 charge=0 gap_ev=8.96 energy_ev=-32823.5653 smiles="CCCCCCn1c(CN2CCC[C@H](C)C2)nc2c1c(=O)n(C)c(=O)n2C"
C 3.11 4.77 0.53
C 2.91 3.41 -0.15
C 2.67 2.29 0.86
C 1.28 2.31 1.50
C 0.34 1.24 0.94
C 0.00 1.48 -0.54
N -0.91 0.47 -1.03
C -0.61 -0.76 -1.50
N -1.69 -1.45 -1.82
C -2.73 -0.64 -1.52
C -2.28 0.57 -1.02
C -3.17 1.63 -0.66
O -2.86 2.73 -0.23
N -4.50 1.25 -0.85
C -4.99 0.05 -1.34
O -6.18 -0.14 -1.46
N -4.06 -0.91 -1.68
C -4.49 -2.19 -2.20
H -4.20 -2.99 -1.51
H -4.01 -2.37 -3.16
H -5.57 -2.16 -2.31
C -5.52 2.23 -0.52
H -5.02 3.12 -0.14
H -6.10 2.47 -1.41
H -6.19 1.82 0.24
C 0.77 -1.27 -1.68
N 1.43 -1.50 -0.40
C 2.85 -1.75 -0.56
C 3.52 -1.85 0.81
C 2.88 -2.96 1.63
C 1.37 -2.72 1.73
C 0.68 -3.84 2.49
H 0.81 -4.79 1.98
H -0.39 -3.65 2.57
H 1.09 -3.93 3.50
C 0.79 -2.59 0.32
H -0.28 -2.38 0.38
H 0.91 -3.54 -0.22
H 1.21 -1.78 2.26
H 3.32 -3.00 2.62
H 3.06 -3.93 1.14
H 3.39 -0.90 1.33
H 4.58 -2.03 0.67
H 3.28 -0.93 -1.13
H 3.03 -2.69 -1.13
H 1.36 -0.53 -2.24
H 0.71 -2.19 -2.29
H -0.50 2.45 -0.65
H 0.90 1.46 -1.14
H 0.80 0.26 1.02
H -0.59 1.25 1.51
H 1.36 2.14 2.57
H 0.82 3.29 1.36
H 3.43 2.37 1.64
H 2.82 1.32 0.37
H 2.07 3.48 -0.84
H 3.81 3.18 -0.73
H 3.97 4.74 1.19
H 3.27 5.54 -0.22
H 2.23 5.04 1.11



(3)
62
Properties=species:S:1:pos:R:3 method="wB97M-V/def2-TZVPD" lumo_energy_ev=0.53 relative_energy_kcal_mol=8.6 charge=0 gap_ev=9.88 energy_ev=-36916.1639 smiles="CCO[C@H]1CCN(C(=O)CO[C@H]2C[C@@H](NC(=O)CCc3ncnn3C)C2)C[C@@H]1C"
C 3.24 0.93 -5.98
C 3.66 1.44 -4.62
O 3.31 0.47 -3.65
C 3.76 0.75 -2.34
C 2.92 1.84 -1.68
C 3.33 2.03 -0.22
N 3.26 0.76 0.49
C 2.27 0.41 1.36
O 2.13 -0.73 1.77
C 1.34 1.53 1.81
O 0.49 1.04 2.80
C -0.09 2.05 3.61
C -1.32 2.69 2.92
C -2.19 1.58 3.55
N -2.39 0.44 2.68
C -3.62 -0.04 2.36
O -4.66 0.48 2.73
C -3.62 -1.30 1.51
C -4.65 -1.18 0.38
C -4.85 -2.47 -0.33
N -4.22 -2.85 -1.43
C -4.71 -4.10 -1.64
N -5.59 -4.51 -0.74
N -5.66 -3.45 0.10
C -6.56 -3.48 1.23
C -1.06 1.35 4.58
C 4.10 -0.27 -0.10
C 3.71 -0.55 -1.55
C 4.62 -1.61 -2.15
H 3.49 1.66 -6.75
H 3.74 0.00 -6.21
H 2.16 0.76 -6.00
H 4.74 1.62 -4.59
H 3.16 2.40 -4.41
H 4.81 1.09 -2.39
H 3.03 2.79 -2.21
H 1.87 1.54 -1.73
H 4.36 2.39 -0.17
H 2.71 2.78 0.26
H 1.94 2.37 2.20
H 0.78 1.91 0.95
H 0.68 2.70 4.01
H -1.55 3.67 3.33
H -1.30 2.74 1.83
H -3.17 1.87 3.93
H -1.57 -0.04 2.36
H -2.63 -1.51 1.10
H -3.89 -2.12 2.17
H -5.58 -0.80 0.80
H -4.31 -0.45 -0.36
H -4.42 -4.73 -2.46
H -6.36 -2.62 1.87
H -7.59 -3.45 0.90
H -6.39 -4.40 1.79
H -0.81 0.33 4.84
H -1.21 1.94 5.48
H 5.14 0.06 -0.05
H 4.00 -1.17 0.51
H 2.67 -0.91 -1.56
H 5.66 -1.28 -2.13
H 4.55 -2.54 -1.58
H 4.34 -1.82 -3.18



(4)
62
Properties=species:S:1:pos:R:3 method="wB97M-V/def2-TZVPD" lumo_energy_ev=0.58 relative_energy_kcal_mol=0.7 charge=0 gap_ev=9.68 energy_ev=-36916.5077 smiles="CCO[C@H]1CCN(C(=O)CO[C@H]2C[C@@H](NC(=O)CCc3ncnn3C)C2)C[C@@H]1C"
C -1.76 -6.04 -0.39
C -0.45 -5.36 -0.72
O -0.50 -4.04 -0.21
C 0.72 -3.33 -0.26
C 1.05 -2.90 -1.69
C 2.30 -2.01 -1.71
N 2.12 -0.88 -0.81
C 1.79 0.36 -1.22
O 1.46 1.25 -0.44
C 1.85 0.65 -2.73
O 1.51 1.98 -2.98
C 0.38 2.17 -3.82
C -0.93 1.66 -3.17
C -1.13 3.06 -2.55
N -0.64 3.14 -1.20
C -1.40 3.48 -0.13
O -2.57 3.82 -0.20
C -0.70 3.31 1.20
C -1.33 2.14 1.97
C -0.71 1.95 3.30
N 0.24 1.07 3.59
C 0.50 1.32 4.90
N -0.21 2.28 5.43
N -0.99 2.68 4.40
C -1.92 3.77 4.56
C -0.13 3.60 -3.60
C 1.87 -1.28 0.57
C 0.60 -2.13 0.67
C 0.36 -2.55 2.12
H -1.75 -7.07 -0.76
H -1.92 -6.06 0.68
H -2.59 -5.52 -0.86
H 0.39 -5.89 -0.25
H -0.28 -5.36 -1.80
H 1.53 -3.98 0.11
H 1.22 -3.77 -2.33
H 0.20 -2.34 -2.09
H 3.17 -2.58 -1.37
H 2.52 -1.67 -2.72
H 2.87 0.45 -3.09
H 1.18 -0.04 -3.25
H 0.60 1.84 -4.83
H -1.68 1.44 -3.93
H -0.87 0.82 -2.47
H -2.14 3.47 -2.56
H 0.28 2.75 -1.01
H 0.36 3.12 1.07
H -0.81 4.24 1.77
H -2.41 2.30 2.05
H -1.18 1.22 1.41
H 1.23 0.77 5.47
H -2.54 3.84 3.67
H -2.55 3.58 5.43
H -1.39 4.71 4.71
H 0.62 4.32 -3.26
H -0.64 3.98 -4.49
H 2.73 -1.84 0.93
H 1.76 -0.38 1.18
H -0.24 -1.53 0.32
H 1.20 -3.14 2.49
H 0.25 -1.67 2.75
H -0.54 -3.15 2.20



(5)
61
Properties=species:S:1:pos:R:3 method="wB97M-V/def2-TZVPD" lumo_energy_ev="0.60 / 0.45" relative_energy_kcal_mol=42.2 charge=0 spin_multiplicity=2 gap_ev="7.81 / 8.66" energy_ev=-37652.7033
C -2.44 -0.66 11.44
C -3.53 -0.13 10.53
C -4.24 -1.20 9.66
C -4.58 -0.55 8.31
C -4.17 0.93 8.43
C -3.79 1.55 7.13
C -3.17 2.88 7.24
C -4.67 1.25 5.98
C -3.03 0.89 9.50
C -1.83 0.30 8.79
C -0.45 0.77 9.10
C -0.40 2.22 9.57
O 0.04 2.36 10.84
C 0.24 3.74 11.17
O -0.65 3.19 8.88
C 0.36 0.89 7.82
O 1.67 0.84 8.04
C 2.51 0.98 6.88
O -0.13 1.09 6.71
H -1.83 -1.43 10.95
H -1.79 0.14 11.80
H -2.90 -1.12 12.32
H -4.30 0.38 11.12
H -3.60 -2.07 9.51
H -5.14 -1.57 10.17
H -3.99 -1.04 7.51
H -5.64 -0.65 8.04
H -5.02 1.49 8.87
H -3.30 3.46 6.32
H -3.60 3.47 8.07
H -2.09 2.84 7.43
H -4.54 2.01 5.20
H -4.35 0.31 5.52
H -5.74 1.18 6.25
H -2.81 1.89 9.90
H -1.86 -0.81 8.81
H -1.98 0.55 7.74
H 0.04 0.11 9.84
H 0.61 3.73 12.19
H 0.99 4.18 10.49
H -0.69 4.30 11.06
H 3.43 1.42 7.27
H 2.71 -0.01 6.46
H 2.06 1.63 6.13
H -2.06 0.59 6.32
O -2.26 -0.09 5.56
C -1.75 -1.29 5.60
O -0.97 -1.58 6.62
C 0.01 -2.67 6.65
C -2.15 -2.10 4.54
C -1.97 -3.51 4.28
O -2.59 -3.87 3.12
C -2.37 -5.23 2.73
O -1.39 -4.38 4.95
H 0.34 -2.74 7.69
H -0.44 -3.61 6.30
H 0.85 -2.40 6.01
H -2.77 -1.59 3.81
H -2.99 -5.35 1.84
H -1.31 -5.40 2.48
H -2.70 -5.92 3.51



(6)
66
Properties=species:S:1:pos:R:3 method="wB97M-V/def2-TZVPD" lumo_energy_ev="1.80 / 1.80" relative_energy_kcal_mol=20.0 charge=-1 spin_multiplicity=2 gap_ev="4.39 / 5.69" energy_ev=-210835.5691
Ag 1.37 -0.63 0.03
S -1.55 5.08 -0.91
Sb -0.82 4.50 1.18
S 1.06 1.39 1.83
S -0.65 2.04 0.83
C 2.40 -4.19 -3.37
Se 2.38 -2.86 -1.94
C 3.05 -4.06 -0.55
C 3.77 -3.29 0.53
Se 2.49 -2.33 1.67
C 3.82 -1.16 2.47
H 1.73 -5.01 -3.14
H 3.41 -4.56 -3.53
H 2.06 -3.69 -4.28
H 3.72 -4.77 -1.04
H 2.21 -4.62 -0.14
H 4.47 -2.57 0.10
H 4.33 -3.97 1.17
H 4.48 -1.76 3.09
H 3.25 -0.47 3.08
H 4.38 -0.64 1.70
C -1.00 0.42 -4.73
N -1.59 1.22 -3.67
C -1.07 2.59 -3.76
N 0.40 2.65 -3.74
C 0.92 1.80 -4.79
N 0.46 0.41 -4.74
C 0.98 -0.25 -3.54
P 0.46 0.57 -1.95
C -1.35 0.65 -2.34
C 0.92 2.30 -2.42
H -1.34 0.82 -5.69
H -1.36 -0.61 -4.64
H -1.45 3.19 -2.93
H -1.41 3.02 -4.70
H 2.02 1.81 -4.76
H 0.60 2.22 -5.75
H 2.07 -0.28 -3.58
H 0.63 -1.29 -3.52
H -1.84 1.25 -1.58
H -1.76 -0.36 -2.29
H 2.02 2.38 -2.42
H 0.53 2.99 -1.67
C -5.30 0.91 3.40
C -3.82 0.66 3.48
C -3.24 -0.44 2.87
C -1.87 -0.67 2.89
C -1.36 -1.85 2.10
C -1.03 0.24 3.56
C 0.46 0.08 3.64
O 1.05 -1.03 3.52
C -1.60 1.38 4.15
C -0.76 2.44 4.79
C -2.98 1.56 4.11
H -5.83 0.02 3.07
H -5.52 1.72 2.70
H -5.70 1.20 4.37
H -3.88 -1.15 2.35
H -2.19 -2.49 1.82
H -0.61 -2.41 2.65
H -0.88 -1.50 1.18
H 0.91 0.81 4.34
H 0.02 2.79 4.11
H -0.26 2.09 5.70
H -1.38 3.30 5.06
H -3.40 2.46 4.56



(7)
69
Properties=species:S:1:pos:R:3 method="wB97M-V/def2-TZVPD" lumo_energy_ev="-8.00 / -8.00" relative_energy_kcal_mol=64.5 charge=+2 gap_ev="5.71 / 5.71" energy_ev=-173132.4684
Tc -0.72 -0.43 0.04
C -2.32 3.52 -1.81
N -1.34 2.80 -2.59
C -1.27 2.82 -3.96
C -0.16 2.14 -4.32
N 0.47 1.71 -3.18
B 1.95 1.19 -3.15
N 2.00 -0.36 -3.36
C 2.35 -0.99 -4.52
C 2.54 -2.31 -4.26
N 2.29 -2.49 -2.92
C 2.49 -3.71 -2.17
C 1.95 -1.28 -2.39
S 1.66 -0.98 -0.73
C -0.27 2.10 -2.13
S 0.13 1.81 -0.47
H -2.52 4.48 -2.28
H -1.93 3.68 -0.81
H -3.26 2.97 -1.75
H -2.00 3.34 -4.56
H 0.26 1.96 -5.29
H 2.53 1.70 -4.06
H 2.41 1.42 -2.07
H 2.46 -0.45 -5.45
H 2.85 -3.12 -4.90
H 2.30 -4.57 -2.81
H 1.81 -3.72 -1.33
H 3.52 -3.76 -1.80
S -1.27 -5.39 0.69
As -2.78 -4.92 -0.85
S -2.82 -2.56 -0.76
S -1.14 -1.87 -1.65
S -0.68 -5.33 -1.33
C -4.89 1.70 1.64
Si -3.22 0.88 1.81
C -3.40 -0.83 2.58
C -2.00 2.06 2.63
C -2.51 0.61 0.00
H -5.31 1.84 2.64
H -5.61 1.11 1.07
H -4.82 2.69 1.18
H -3.57 -0.76 3.66
H -2.52 -1.47 2.41
H -4.26 -1.35 2.15
H -2.08 2.03 3.72
H -2.21 3.09 2.32
H -0.97 1.85 2.34
H -2.56 1.61 -0.43
H -3.24 -0.02 -0.54
C -0.19 -0.41 3.81
P 0.51 -0.77 2.16
C 0.81 -2.56 2.31
C 2.13 0.04 2.26
C 2.14 1.43 2.42
C 3.35 2.10 2.50
C 4.54 1.39 2.43
C 4.53 0.02 2.27
C 3.32 -0.66 2.18
H -0.25 0.66 3.99
H 0.51 -0.85 4.53
H -1.17 -0.87 3.94
H 1.44 -2.74 3.19
H 1.30 -2.96 1.43
H -0.14 -3.07 2.45
H 1.22 1.99 2.49
H 3.36 3.18 2.62
H 5.49 1.92 2.50
H 5.46 -0.54 2.21
H 3.32 -1.74 2.05